{"formula": "C22H41BCaN7P", "method": "wB97M-V/def2-TZVPD", "species": ["H", "N", "B", "N", "C", "Ca", "H", "C", "H", "C", "H", "C", "H", "H", "H", "N", "N", "N", "N", "C", "C", "H", "H", "C", "C", "C", "C", "H", "H", "H", "H", "H", "C", "C", "C", "C", "P", "N", "C", "C", "C", "C", "C", "C", "C", "C", "H", "H", "H", "H", "H", "H", "H", "H", "H", "H", "H", "H", "H", "H", "H", "H", "H", "H", "H", "H", "H", "H", "H", "H", "H", "H", "H"], "positions_angstrom": [[0.026, 3.186, -1.684], [-0.233, 1.545, -3.056], [-0.576, 0.180, -5.230], [-0.229, 1.507, -4.459], [0.013, 2.754, -4.961], [-0.279, -0.207, -1.278], [0.067, 2.971, -6.027], [0.183, 3.648, -3.864], [0.449, 4.699, -3.901], [-0.010, 2.833, -2.716], [-0.585, 0.323, -6.400], [-2.278, -2.065, -0.513], [-2.449, -2.756, 0.258], [-1.414, -2.425, -1.141], [-3.035, -2.090, -1.276], [-2.036, -0.159, -4.786], [0.421, -0.970, -4.804], [-2.372, -0.279, -3.408], [0.557, -1.218, -3.418], [-3.162, -0.389, -5.467], [1.187, -1.844, -5.501], [-3.170, -0.368, -6.502], [1.241, -1.859, -6.588], [-4.196, -0.668, -4.617], [1.854, -2.683, -4.614], [-3.637, -0.627, -3.320], [1.422, -2.273, -3.340], [-5.196, -0.906, -4.842], [2.556, -3.461, -4.809], [-4.117, -0.899, -2.381], [1.715, -2.708, -2.392], [-3.101, -1.203, 0.429], [-2.129, -0.606, 2.677], [-0.734, -0.852, 3.249], [-0.724, -0.433, 4.708], [-0.464, -2.327, 3.085], [0.668, 0.133, 2.258], [0.525, -0.037, 0.716], [0.501, 2.062, 2.550], [1.084, 2.411, 3.898], [1.294, 2.778, 1.448], [-0.974, 2.439, 2.430], [2.460, -0.606, 2.580], [3.464, 0.409, 2.026], [2.627, -0.861, 4.072], [2.586, -1.893, 1.739], [-2.750, -1.417, 3.077], [-2.143, -0.671, 1.600], [-2.598, 0.339, 2.996], [-1.370, -1.151, 5.235], [0.268, -0.480, 5.174], [-1.151, 0.563, 4.867], [-0.452, -2.621, 2.026], [0.449, -2.690, 3.592], [-1.301, -2.842, 3.571], [2.147, 2.213, 3.966], [0.938, 3.493, 4.047], [0.584, 1.894, 4.741], [1.142, 2.305, 0.461], [0.950, 3.818, 1.390], [2.380, 2.794, 1.646], [-1.467, 1.994, 1.561], [-1.560, 2.200, 3.332], [-1.018, 3.524, 2.307], [3.546, 1.337, 2.615], [4.472, -0.052, 2.004], [3.202, 0.662, 0.994], [1.991, -1.688, 4.436], [3.679, -1.151, 4.302], [2.403, 0.026, 4.693], [2.102, -2.758, 2.204], [2.119, -1.724, 0.767], [3.638, -2.125, 1.570]], "atomic_forces_ev_per_a": [[0.0, -0.5, -0.2], [0.3, 1.6, -1.1], [-0.4, 0.0, 1.2], [0.5, 0.7, 1.1], [0.2, 0.2, 1.9], [-0.4, 0.3, -1.0], [-0.1, -0.3, 0.4], [-0.3, -1.5, -0.7], [-0.2, -0.3, 0.0], [0.2, -0.1, -1.4], [0.2, 0.2, -0.5], [-3.2, 1.3, 0.9], [-0.1, -1.9, 0.4], [0.3, 1.6, 1.3], [-0.6, -0.7, 0.0], [-0.9, -0.4, 2.9], [0.0, -0.2, 1.9], [1.6, -0.3, -0.4], [1.3, -1.7, -1.7], [0.0, -0.1, 0.9], [0.0, 0.1, 0.5], [0.0, 0.1, -1.8], [-0.2, 0.3, 0.4], [0.2, -0.2, 0.8], [-0.7, 0.7, 0.5], [0.0, 0.2, -1.4], [-0.8, 1.2, -0.9], [-0.9, -0.2, -0.4], [0.2, -0.3, -0.3], [0.2, 0.5, -0.3], [-0.1, 0.2, 0.0], [3.5, -1.0, -3.2], [-0.2, 0.3, 0.6], [1.3, 1.6, -0.3], [-0.3, -0.5, 0.6], [0.3, -0.7, 0.3], [-0.3, -0.2, -2.6], [-0.9, -0.2, -0.3], [0.6, -1.6, 0.2], [-0.7, 0.8, 0.9], [0.2, 0.0, -0.3], [-0.1, 0.2, 0.4], [-1.2, 0.4, 0.7], [0.5, 0.0, 0.1], [0.9, -0.3, 0.7], [-0.3, 0.2, 0.2], [-0.2, 0.1, -0.1], [0.3, 0.2, 0.0], [0.3, -0.3, -0.2], [0.1, 0.2, 0.2], [-0.3, 0.0, -0.1], [0.1, -0.2, -0.1], [0.1, 0.1, 0.2], [-0.4, 0.3, -0.4], [0.1, -0.2, -0.1], [0.2, -0.1, -0.1], [0.1, -0.1, 0.2], [0.2, 0.3, -0.5], [0.0, 0.1, 0.5], [0.1, -0.1, 0.1], [-0.6, 0.0, -0.1], [0.2, -0.1, 0.1], [0.3, 0.0, -0.3], [-0.1, 0.1, 0.0], [-0.1, -0.4, -0.2], [-0.4, 0.1, 0.1], [0.0, 0.0, 0.1], [0.3, 0.4, -0.2], [-0.5, 0.1, -0.1], [0.1, -0.3, -0.3], [0.1, 0.2, 0.0], [0.0, 0.0, 0.1], [0.1, 0.0, 0.2]], "energy_ev": -62313.3446, "total_charge": 0, "orbital_gap_ev": 6.924}


{"formula": "C3H5O2P", "method": "wB97M-V/def2-TZVPD", "species": ["C", "C", "C", "O", "O", "P", "H", "H", "H", "H", "H"], "positions_angstrom": [[0.088, 0.784, -1.047], [-0.185, 0.151, 0.055], [-1.636, -0.315, 0.535], [2.366, 1.041, -0.312], [0.669, -0.303, 0.966], [2.301, -0.251, 0.464], [0.060, 1.282, -2.017], [-2.289, -0.427, -0.385], [-1.935, 0.458, 1.156], [-1.404, -1.157, 0.989], [1.965, -1.264, -0.404]], "atomic_forces_ev_per_a": [[1.7, 0.7, 0.0], [-2.2, -0.7, -0.1], [0.9, 3.3, -5.7], [-1.4, 0.7, -1.5], [0.9, 0.4, 0.9], [0.0, -0.4, 1.8], [-0.2, -0.3, 0.8], [0.5, 0.1, 1.4], [-1.0, 1.2, 1.3], [0.4, -4.0, 2.2], [0.3, -0.9, -1.2]], "energy_ev": -16571.5804, "total_charge": 0, "orbital_gap_ev": [7.939, 6.530]}


Question: What is the formula in the second record?
Answer: C3H5O2P